Here is a 2-piece molecular cluster, C3H8O2 overall at a distorted geometry from the OMol25 dataset. Energies are from ωB97M-V/def2-TZVPD.

Its SMILES is CC=O.CO. The calculation puts the energy above the lowest of the compared OMol25 structures with the same formula, charge and spin at 2.812 eV. The value obtained for the HOMO energy is -0.370 Ha. The charge is 0. The value obtained for the orbital gap is 10.771 eV.

Atoms and positions in Å:
C  -1.86857  0.13769  -0.96157
C  -1.84932  0.23573  0.54592
O  -1.35663  1.14606  1.18675
H  -2.86220  0.18976  -1.47975
H  -1.46243  0.95260  -1.52899
H  -1.64973  -0.83504  -1.29485
H  -2.61040  -0.35156  1.06992
C  2.47901  0.12259  0.58681
O  2.17177  -1.32163  0.25522
H  3.31682  0.32924  1.23306
H  1.64558  0.11276  1.21837
H  2.54436  0.59863  -0.41092
H  1.50173  -1.31684  -0.41998

Atomic forces in eV per Å
C -1.605 0.652 -0.526
C -1.529 2.425 0.012
O 0.418 -1.018 -0.843
H -0.243 -0.017 1.546
H 1.460 0.192 0.213
H 1.258 -1.277 -0.461
H 0.264 -0.975 0.063
C -0.885 -2.443 -1.637
O 2.279 -0.130 0.449
H 0.806 -0.780 -0.324
H -1.594 2.512 0.684
H -0.359 0.584 1.145
H -0.269 0.276 -0.321



Here is a 2-piece molecular cluster, C3H8O2 overall at a distorted geometry from the OMol25 dataset. Energies are from ωB97M-V/def2-TZVPD.

Its SMILES is CC=O.CO. The calculation puts the energy above the lowest of the compared OMol25 structures with the same formula, charge and spin at 2.006 eV. The value obtained for the HOMO energy is -0.360 Ha. The charge is 0. The value obtained for the orbital gap is 10.411 eV.

Atoms and positions in Å:
C  0.14755  -2.48488  -0.37621
C  0.96726  -1.55549  -1.19465
O  0.88114  -0.35175  -1.06099
H  0.36480  -3.51358  -0.61464
H  -0.95888  -2.39736  -0.52409
H  0.12421  -2.26445  0.68832
H  1.33913  -1.89615  -2.17070
C  -0.63703  2.70768  0.87959
O  0.51887  1.88127  0.70238
H  -1.11461  2.36722  1.82339
H  -0.28905  3.72561  1.03467
H  -1.52239  2.78131  0.24767
H  0.17901  1.00059  0.56526

Atomic forces in eV per Å
C -1.188 -0.603 0.621
C -2.280 1.670 -1.079
O 0.694 -0.439 0.511
H 0.279 -0.423 0.347
H 0.824 0.371 -0.849
H 0.877 -0.130 0.211
H 0.729 -0.582 0.250
C -0.070 0.063 2.483
O -1.092 0.856 -0.753
H 0.213 0.473 -0.048
H 0.100 0.010 0.002
H 0.635 -0.663 -1.325
H 0.279 -0.603 -0.371



Here is one molecule with the formula C3H8O2 at a distorted geometry from the OMol25 dataset. Energies are from ωB97M-V/def2-TZVPD.

Its SMILES is COCCO. The calculation puts the energy above the lowest of the compared OMol25 structures with the same formula, charge and spin at 2.652 eV. The value obtained for the HOMO energy is -0.352 Ha. The charge is 0. The value obtained for the orbital gap is 10.547 eV.

Atoms and positions in Å:
C  1.68621  0.78753  0.39927
O  0.39507  0.27884  0.79628
C  -0.26448  -0.90173  -0.03413
C  -1.65070  -0.39882  -0.33388
O  -1.46073  0.95060  -0.57172
H  1.79910  1.86659  0.62088
H  2.46022  0.25419  0.95439
H  1.84489  0.66206  -0.67732
H  0.30864  -0.89914  -0.96428
H  -0.28291  -1.89291  0.44826
H  -1.84219  -1.11379  -1.17596
H  -2.42856  -0.63272  0.42081
H  -0.56456  1.03930  0.11740

Atomic forces in eV per Å
C 0.019 -0.482 -0.093
O -0.305 -1.533 -0.420
C 1.431 1.027 1.123
C 0.354 -0.997 -0.119
O 1.167 0.472 0.955
H -0.587 -0.572 0.082
H 0.014 -0.016 -0.128
H -0.036 -0.065 0.101
H 0.017 -0.173 0.170
H 0.627 0.665 0.305
H -0.651 1.102 -0.202
H 0.480 0.217 0.000
H -2.530 0.354 -1.773



Here is a 2-piece molecular cluster, C3H8O2 overall from the OMol25 dataset. Energies are from ωB97M-V/def2-TZVPD.

The calculation puts the energy above the lowest of the compared OMol25 structures with the same formula, charge and spin at 4.410 eV. The value obtained for the HOMO energy is -0.324 Ha. The charge is 0. The value obtained for the orbital gap is 9.402 eV.

Atoms and positions in Å:
C  -1.21695  1.49398  -0.10827
O  -0.41066  0.60068  0.63969
C  1.03880  -0.33235  -0.38921
C  0.68282  -1.62473  0.13707
O  -0.57341  -1.92234  0.12625
H  -2.22097  1.55108  0.32737
H  -0.75410  2.48317  -0.06678
H  -1.31108  1.18048  -1.15819
H  0.54276  -0.03262  -1.30802
H  1.98724  0.14439  -0.14358
H  1.40854  -1.87402  -0.83984
H  1.33413  -1.98846  0.95560
H  -0.82215  -0.33134  0.57524

Atomic forces in eV per Å
C -0.131 0.217 -0.091
O -0.113 -0.164 0.026
C 0.079 -0.224 -0.145
C 0.297 0.338 0.114
O -0.059 -0.092 -0.051
H 0.146 -0.009 -0.073
H -0.079 -0.129 -0.026
H 0.020 0.038 0.173
H 0.021 -0.022 0.150
H -0.131 -0.099 -0.001
H -0.022 0.010 0.015
H -0.122 0.007 -0.124
H 0.094 0.130 0.032